{
  "formula": "C26H21Br2N3O4STl",
  "method": "the ωB97M-V functional and the def2-TZVPD basis",
  "gap_ev": 7.300,
  "total_charge": -1,
  "multiplicity": 1,
  "species": ["Tl", "O", "C", "C", "C", "N", "C", "Br", "C", "H", "H", "H", "H", "Br", "C", "C", "C", "C", "C", "C", "C", "O", "O", "H", "H", "H", "H", "C", "C", "O", "S", "C", "C", "C", "C", "C", "C", "C", "C", "H", "H", "H", "H", "H", "H", "H", "C", "C", "N", "C", "C", "N", "H", "H", "H", "H", "H", "H"],
  "coordinates": [[1.807, 0.918, -2.543], [5.834, 2.930, 2.003], [5.566, 2.998, 0.683], [6.334, 2.352, -0.278], [5.945, 2.443, -1.598], [4.872, 3.123, -2.007], [4.178, 3.732, -1.076], [2.596, 4.630, -1.647], [4.468, 3.738, 0.276], [6.447, 2.205, 2.156], [7.180, 1.740, 0.006], [6.502, 1.928, -2.371], [3.828, 4.226, 0.997], [-0.463, 1.861, 5.569], [0.695, 1.464, 4.104], [2.028, 1.184, 4.359], [2.865, 0.900, 3.288], [2.374, 0.885, 1.987], [1.033, 1.167, 1.759], [0.184, 1.465, 2.819], [3.302, 0.561, 0.821], [4.512, 0.428, 1.071], [2.731, 0.432, -0.295], [2.402, 1.192, 5.375], [3.914, 0.686, 3.440], [0.654, 1.148, 0.744], [-0.859, 1.695, 2.642], [-8.883, -3.009, -0.601], [-7.503, -2.425, -0.792], [-6.611, -3.006, -1.350], [-7.351, -0.794, -0.094], [-5.667, -0.388, -0.463], [-4.661, -0.703, 0.441], [-3.350, -0.358, 0.160], [-3.014, 0.316, -1.023], [-4.046, 0.622, -1.919], [-5.359, 0.276, -1.644], [-1.654, 0.659, -1.303], [-0.480, 0.889, -1.569], [-9.282, -3.295, -1.574], [-9.559, -2.307, -0.117], [-8.791, -3.911, 0.005], [-4.907, -1.219, 1.360], [-2.562, -0.606, 0.859], [-3.800, 1.136, -2.839], [-6.148, 0.517, -2.345], [-0.615, -2.634, -2.320], [0.750, -2.687, -1.728], [1.736, -1.861, -1.976], [2.811, -2.291, -1.227], [2.465, -3.394, -0.515], [1.145, -3.640, -0.843], [-0.897, -1.589, -2.450], [-1.348, -3.108, -1.667], [-0.644, -3.135, -3.290], [3.732, -1.736, -1.200], [3.004, -3.989, 0.200], [0.560, -4.360, -0.461]]
}

***

{
  "formula": "F3N",
  "method": "the ωB97M-V functional and the def2-TZVPD basis",
  "gap_ev": [12.029, 9.675],
  "s_squared": 2.01,
  "multiplicity": 3,
  "species": ["N", "F", "F", "F"],
  "coordinates": [[0.357, -0.319, 0.173], [-0.262, 0.158, 1.292], [0.439, 1.113, -0.939], [-0.533, -0.952, -0.525]]
}

***

{
  "formula": "C2H12OSi3",
  "method": "the ωB97M-V functional and the def2-TZVPD basis",
  "gap_ev": [6.973, 6.724],
  "multiplicity": 1,
  "species": ["C", "C", "O", "Si", "Si", "Si", "H", "H", "H", "H", "H", "H", "H", "H", "H", "H", "H", "H"],
  "coordinates": [[0.238, -0.357, 2.720], [0.108, -1.766, -0.195], [-1.951, -0.160, 0.927], [-2.475, 1.268, 0.318], [2.608, 0.749, -3.068], [-0.863, -1.319, 1.466], [0.162, -0.730, 3.761], [1.248, -0.187, 2.439], [-0.044, 0.700, 2.580], [-0.607, -1.827, -0.986], [0.936, -1.086, -0.409], [0.365, -2.747, -0.115], [-1.670, 1.595, -0.895], [-2.150, 2.230, 1.340], [-3.827, 1.044, -0.287], [2.886, 2.035, -2.293], [3.566, -0.208, -3.386], [1.472, 0.764, -3.918]]
}

***

{
  "formula": "C37H10F15GeIrN5S2",
  "method": "the ωB97M-V functional and the def2-TZVPD basis",
  "gap_ev": [6.733, 3.561],
  "total_charge": 2,
  "s_squared": 8.79,
  "multiplicity": 6,
  "species": ["Ir", "S", "N", "C", "C", "C", "C", "C", "N", "C", "C", "N", "C", "C", "C", "C", "C", "N", "H", "H", "H", "H", "H", "H", "F", "C", "C", "C", "F", "C", "F", "C", "F", "C", "F", "Ge", "S", "C", "C", "F", "C", "F", "C", "F", "C", "F", "C", "F", "C", "C", "F", "C", "F", "C", "F", "C", "F", "C", "F", "N", "C", "C", "C", "C", "C", "C", "C", "H", "H", "H", "H"],
  "coordinates": [[1.698, -0.257, 0.524], [-3.055, -1.858, 6.315], [-2.448, -0.454, 5.815], [-1.737, -0.695, 4.718], [-0.997, 0.291, 3.951], [-0.937, 1.646, 4.285], [-0.180, 2.493, 3.503], [0.496, 1.981, 2.402], [0.439, 0.691, 2.067], [-0.293, -0.151, 2.832], [-0.298, -1.565, 2.447], [0.426, -1.903, 1.363], [0.496, -3.180, 0.996], [-0.174, -4.186, 1.684], [-0.933, -3.854, 2.788], [-1.000, -2.516, 3.187], [-1.738, -2.056, 4.348], [-2.451, -2.817, 5.172], [-1.475, 2.004, 5.153], [-0.096, 3.545, 3.733], [1.101, 2.615, 1.773], [1.103, -3.396, 0.126], [-0.088, -5.209, 1.348], [-1.467, -4.604, 3.355], [-2.674, -1.292, -3.630], [-1.772, -0.920, -4.563], [-0.738, -0.068, -4.222], [0.147, 0.282, -5.230], [1.153, 1.113, -4.942], [0.018, -0.184, -6.526], [0.874, 0.171, -7.464], [-1.035, -1.038, -6.831], [-1.178, -1.494, -8.056], [-1.939, -1.412, -5.844], [-2.940, -2.226, -6.131], [-0.452, 0.711, -2.485], [1.432, -0.197, -1.715], [-0.381, 2.642, -2.567], [-0.958, 3.337, -3.623], [-1.598, 2.674, -4.590], [-0.912, 4.718, -3.719], [-1.469, 5.341, -4.741], [-0.279, 5.448, -2.722], [-0.227, 6.760, -2.793], [0.288, 4.787, -1.641], [0.876, 5.468, -0.668], [0.219, 3.408, -1.587], [0.747, 2.804, -0.506], [-1.953, 0.151, -1.293], [-2.136, -1.189, -0.989], [-1.327, -2.096, -1.446], [-3.224, -1.710, -0.200], [-3.273, -2.988, 0.024], [-4.185, -0.855, 0.292], [-5.187, -1.286, 1.015], [-4.053, 0.495, -0.017], [-4.924, 1.351, 0.399], [-2.934, 0.972, -0.806], [-2.947, 2.258, -1.014], [8.101, -1.765, 3.876], [7.127, -1.522, 3.323], [5.903, -1.215, 2.635], [5.336, -2.161, 1.780], [4.154, -1.870, 1.126], [3.526, -0.632, 1.323], [4.114, 0.318, 2.170], [5.297, 0.025, 2.826], [5.828, -3.113, 1.636], [3.734, -2.606, 0.452], [3.665, 1.293, 2.318], [5.757, 0.749, 3.483]]
}

***

{
  "formula": "C24H25N5O3S2",
  "method": "the ωB97M-V functional and the def2-TZVPD basis",
  "gap_ev": 9.042,
  "smiles": "Cc1ccccc1-n1c(Cn2c(=O)sc3ccccc32)nnc1SCC(=O)NC[C@H]1CCCO1",
  "multiplicity": 1,
  "species": ["C", "C", "C", "C", "C", "C", "C", "N", "C", "C", "N", "C", "O", "S", "C", "C", "C", "C", "C", "C", "N", "N", "C", "S", "C", "C", "O", "N", "C", "C", "C", "C", "C", "O", "H", "H", "H", "H", "H", "H", "H", "H", "H", "H", "H", "H", "H", "H", "H", "H", "H", "H", "H", "H", "H", "H", "H", "H", "H"],
  "coordinates": [[-2.134, -3.835, 0.123], [-1.922, -2.696, -0.824], [-2.693, -2.590, -1.976], [-2.539, -1.532, -2.850], [-1.593, -0.551, -2.598], [-0.812, -0.632, -1.463], [-0.986, -1.695, -0.583], [-0.189, -1.707, 0.588], [-0.508, -1.260, 1.843], [-1.866, -0.798, 2.233], [-2.350, 0.228, 1.332], [-3.416, -0.013, 0.518], [-4.076, -1.017, 0.489], [-3.700, 1.417, -0.515], [-2.358, 2.263, 0.230], [-1.910, 3.545, -0.026], [-0.841, 4.026, 0.712], [-0.232, 3.235, 1.677], [-0.669, 1.947, 1.928], [-1.747, 1.464, 1.201], [0.541, -1.301, 2.613], [1.571, -1.783, 1.905], [1.137, -2.019, 0.696], [2.037, -2.697, -0.625], [3.703, -2.528, 0.076], [4.267, -1.109, 0.086], [5.258, -0.853, 0.733], [3.633, -0.227, -0.706], [3.913, 1.185, -0.685], [2.712, 1.949, -0.094], [2.872, 3.463, -0.237], [2.304, 3.722, -1.634], [1.294, 2.582, -1.824], [1.522, 1.626, -0.796], [-3.062, -3.676, 0.674], [-1.316, -3.932, 0.834], [-2.230, -4.769, -0.427], [-3.435, -3.349, -2.174], [-3.161, -1.467, -3.730], [-1.472, 0.281, -3.275], [-0.079, 0.129, -1.232], [-2.583, -1.624, 2.182], [-1.823, -0.417, 3.257], [-2.393, 4.149, -0.777], [-0.483, 5.028, 0.533], [0.592, 3.628, 2.252], [-0.184, 1.333, 2.670], [3.678, -2.900, 1.100], [4.352, -3.168, -0.525], [2.761, -0.494, -1.144], [4.110, 1.529, -1.705], [4.800, 1.337, -0.067], [2.562, 1.624, 0.941], [2.272, 3.971, 0.516], [3.909, 3.774, -0.137], [3.091, 3.668, -2.386], [1.826, 4.696, -1.710], [0.260, 2.928, -1.721], [1.405, 2.099, -2.802]]
}